# 1
{"formula": "C37H35IN2O4PTa", "method": "the ωB97M-V functional and the def2-TZVPD basis", "e_above_lowest_ev": 0.472, "total_charge": 2, "largest_force_ev_per_a": 0.5, "e_lumo_ha": -0.237, "homo_lumo_gap_ev": 7.6, "species": ["Ta", "C", "C", "N", "C", "C", "C", "O", "C", "C", "N", "C", "C", "C", "C", "C", "C", "I", "C", "O", "H", "H", "H", "H", "H", "H", "H", "H", "H", "H", "H", "H", "C", "C", "C", "C", "C", "C", "C", "P", "C", "C", "C", "C", "C", "C", "C", "C", "C", "C", "C", "C", "C", "C", "H", "H", "H", "H", "H", "H", "H", "H", "H", "H", "H", "H", "H", "H", "H", "H", "H", "H", "H", "H", "C", "C", "O", "O", "H", "H", "H"], "coordinates": [[-0.5761, 0.4308, 0.9143], [-3.3057, -2.3589, -1.6339], [-2.9821, -1.0487, -2.2759], [-3.3328, -0.8578, -3.5377], [-3.0980, 0.3106, -4.1360], [-2.5661, 1.4074, -3.4858], [-2.3645, 2.7195, -4.1881], [-1.0499, 3.1878, -3.8780], [-2.1963, 1.2356, -2.1450], [-1.8915, 2.3859, -1.3164], [-1.3990, 2.3385, -0.1314], [-1.4259, 3.5665, 0.6065], [-0.9207, 4.7545, 0.1060], [-1.0163, 5.9122, 0.8672], [-1.6123, 5.8859, 2.1196], [-2.1104, 4.6947, 2.6351], [-2.0002, 3.5535, 1.8667], [-2.6519, 1.6906, 2.5751], [-2.3408, -0.0241, -1.5660], [-1.8537, -0.2516, -0.3223], [-3.7487, -3.0162, -2.3768], [-4.0160, -2.2181, -0.8161], [-2.4133, -2.8254, -1.2243], [-3.3670, 0.3735, -5.1842], [-3.1172, 3.4476, -3.8618], [-2.4902, 2.5742, -5.2619], [-0.8363, 3.9205, -4.4667], [-2.2039, 3.3530, -1.7020], [-0.4460, 4.7665, -0.8678], [-0.6189, 6.8401, 0.4797], [-1.6877, 6.7907, 2.7065], [-2.5704, 4.6691, 3.6135], [-1.0619, -4.0993, 0.6170], [-0.2502, -3.9678, -0.6454], [-0.3478, -4.9527, -1.6218], [0.3665, -4.8744, -2.8076], [1.2103, -3.7997, -3.0461], [1.3356, -2.8089, -2.0891], [0.6092, -2.8844, -0.8974], [0.8603, -1.6352, 0.3700], [1.8782, -0.3211, -0.3409], [1.0875, 0.4680, -1.2055], [1.5718, 1.6626, -1.7367], [2.8402, 2.0713, -1.3772], [3.6271, 1.2812, -0.5371], [3.1794, 0.0791, -0.0020], [4.0658, -0.7604, 0.8689], [1.2548, -2.3656, 1.9350], [2.1923, -3.3781, 2.1381], [2.3139, -3.9383, 3.3939], [1.4913, -3.4929, 4.4275], [0.5453, -2.5047, 4.2082], [0.4008, -1.9345, 2.9470], [-0.6767, -0.8989, 2.6920], [-1.9123, -4.7579, 0.4484], [-1.4510, -3.1348, 0.9536], [-0.4712, -4.5207, 1.4322], [-1.0054, -5.7954, -1.4485], [0.2650, -5.6581, -3.5463], [1.7758, -3.7382, -3.9656], [2.0148, -1.9851, -2.2657], [0.1671, 0.0510, -1.6201], [0.9686, 2.2306, -2.4348], [3.2475, 2.9924, -1.7729], [4.6350, 1.6050, -0.3062], [5.0690, -0.3420, 0.9160], [4.1447, -1.7743, 0.4728], [3.6690, -0.8208, 1.8821], [2.8152, -3.7232, 1.3217], [3.0402, -4.7186, 3.5739], [1.5849, -3.9319, 5.4119], [-0.0946, -2.1821, 5.0203], [-0.6837, -0.2212, 3.5519], [-1.6590, -1.3948, 2.7075], [2.2751, 2.8968, 2.8674], [1.5763, 1.6874, 2.3509], [1.8454, 0.5367, 2.6245], [0.5798, 1.9337, 1.4877], [3.0239, 2.6177, 3.6017], [1.5473, 3.5821, 3.3029], [2.7486, 3.4120, 2.0300]], "forces_ev_per_a": [[0.244, -0.217, -0.344], [-0.029, 0.020, 0.006], [-0.020, -0.069, 0.036], [-0.001, -0.001, -0.026], [0.055, 0.021, 0.024], [-0.007, 0.006, -0.029], [-0.011, -0.008, 0.010], [-0.016, 0.007, 0.009], [0.005, -0.016, 0.064], [0.027, 0.026, -0.016], [-0.037, 0.037, 0.021], [0.014, -0.048, -0.057], [-0.005, 0.022, 0.005], [-0.007, -0.007, 0.012], [0.009, -0.006, -0.025], [-0.019, -0.007, 0.029], [0.008, 0.019, 0.027], [-0.086, 0.092, 0.096], [0.012, 0.063, -0.088], [0.006, 0.031, 0.110], [-0.001, 0.001, 0.000], [0.014, -0.007, 0.004], [0.030, -0.012, -0.007], [-0.012, -0.009, -0.001], [0.003, 0.007, -0.012], [-0.005, -0.008, 0.001], [0.002, -0.004, 0.003], [-0.002, 0.000, -0.011], [0.004, -0.001, 0.002], [-0.001, 0.001, -0.003], [0.001, 0.000, 0.002], [0.004, 0.000, 0.000], [0.017, 0.016, -0.014], [-0.017, 0.001, 0.013], [-0.019, 0.002, -0.008], [0.011, 0.003, 0.009], [0.004, -0.007, -0.007], [0.008, 0.000, 0.017], [-0.007, -0.022, 0.020], [0.008, -0.027, 0.008], [-0.023, -0.004, 0.071], [-0.123, -0.025, 0.000], [0.019, 0.032, 0.023], [-0.003, 0.005, 0.001], [-0.022, -0.003, -0.007], [0.003, 0.007, 0.026], [-0.002, -0.001, -0.002], [0.031, -0.031, -0.065], [0.010, -0.009, -0.017], [-0.015, 0.004, 0.019], [0.003, 0.007, -0.033], [0.012, -0.009, 0.024], [0.000, 0.037, 0.024], [-0.076, 0.032, 0.000], [-0.004, 0.003, 0.005], [-0.004, 0.004, 0.011], [0.018, 0.003, -0.004], [-0.001, 0.001, -0.001], [-0.001, 0.002, -0.002], [0.000, 0.001, 0.001], [-0.008, 0.020, -0.005], [0.011, -0.007, 0.019], [0.002, -0.003, -0.005], [0.002, 0.000, 0.001], [0.001, 0.001, 0.004], [-0.001, 0.008, -0.010], [0.001, -0.001, -0.001], [0.012, -0.011, -0.008], [-0.003, -0.002, 0.002], [0.002, 0.000, 0.002], [0.000, -0.002, 0.002], [-0.002, -0.003, 0.000], [-0.005, -0.025, 0.020], [-0.005, 0.024, -0.022], [-0.030, 0.035, 0.019], [0.153, -0.113, -0.002], [-0.019, 0.042, 0.028], [-0.104, 0.064, -0.006], [-0.015, -0.020, 0.011], [0.021, 0.020, 0.001], [-0.016, 0.017, -0.003]]}

=====

# 2
{"formula": "C31H90CuO33", "method": "the ωB97M-V functional and the def2-TZVPD basis", "total_charge": -1, "largest_force_ev_per_a": 5.1, "e_lumo_ha": 0.053, "homo_lumo_gap_ev": 8.2, "species": ["Cu", "C", "O", "O", "O", "C", "C", "O", "O", "H", "H", "H", "H", "H", "H", "C", "C", "O", "O", "H", "H", "H", "H", "H", "H", "C", "C", "O", "O", "H", "H", "H", "H", "H", "H", "C", "C", "O", "O", "H", "H", "H", "H", "H", "H", "C", "C", "O", "O", "H", "H", "H", "H", "H", "H", "C", "C", "O", "O", "H", "H", "H", "H", "H", "H", "C", "C", "O", "O", "H", "H", "H", "H", "H", "H", "C", "C", "O", "O", "H", "H", "H", "H", "H", "H", "C", "C", "O", "O", "H", "H", "H", "H", "H", "H", "C", "C", "O", "O", "H", "H", "H", "H", "H", "H", "C", "C", "O", "O", "H", "H", "H", "H", "H", "H", "C", "C", "O", "O", "H", "H", "H", "H", "H", "H", "C", "C", "O", "O", "H", "H", "H", "H", "H", "H", "C", "C", "O", "O", "H", "H", "H", "H", "H", "H", "C", "C", "O", "O", "H", "H", "H", "H", "H", "H"], "coordinates": [[-1.8048, 2.0107, 0.6767], [0.2463, -0.3311, -0.4516], [1.2397, -1.0156, -0.2248], [-0.6815, -0.7461, -1.1970], [0.2272, 0.8190, -0.0334], [-4.2635, 0.3806, -2.9856], [-3.8570, 0.3556, -1.4927], [-2.7322, 1.0861, -1.2623], [-3.5579, -0.5200, -3.7317], [-4.2021, 1.4048, -3.3535], [-5.2834, -0.0011, -3.0325], [-3.6517, -0.6215, -1.0553], [-4.7550, 0.7444, -1.0126], [-2.0629, 0.3983, -1.2834], [-2.6429, -0.2294, -3.7249], [2.7415, 3.5714, -2.5627], [2.5990, 3.1515, -1.0460], [1.2344, 3.2011, -0.6746], [2.6499, 4.9829, -2.6791], [2.0641, 3.0602, -3.2467], [3.7039, 3.2531, -2.9635], [3.1117, 3.9088, -0.4530], [3.1716, 2.2738, -0.7463], [1.0426, 2.2703, -0.5389], [1.8052, 5.2092, -2.2830], [-3.2270, -2.2342, 4.2551], [-4.2717, -2.5392, 3.1888], [-3.9789, -1.8567, 2.0207], [-1.9517, -2.7142, 3.8141], [-3.6124, -2.6918, 5.1662], [-3.2185, -1.1535, 4.3968], [-5.2400, -2.1672, 3.5237], [-4.3465, -3.5956, 2.9310], [-3.0919, -2.0732, 1.7242], [-1.8835, -2.2100, 3.0000], [3.6147, 3.1151, 3.2153], [3.7673, 1.9745, 4.1233], [4.2243, 0.7713, 3.6078], [4.7852, 3.8769, 2.9152], [2.9866, 3.8357, 3.7391], [3.1158, 2.7424, 2.3207], [2.8091, 1.7159, 4.5739], [4.4530, 2.3141, 4.8996], [3.4900, 0.4391, 3.0862], [4.9897, 3.7897, 1.9813], [-1.4295, -4.3289, -5.7124], [-1.0000, -2.9188, -5.5546], [0.4347, -2.8651, -5.3218], [-1.3542, -5.0467, -4.4758], [-0.9199, -4.8593, -6.5168], [-2.4715, -4.3284, -6.0321], [-1.5653, -2.4714, -4.7371], [-1.2213, -2.3359, -6.4487], [0.5125, -2.6062, -4.4006], [-1.4160, -4.4513, -3.7253], [2.0743, -5.2604, 3.0284], [1.2369, -4.0101, 3.2798], [1.9154, -2.8937, 3.8889], [3.1274, -5.0071, 2.1218], [1.3754, -6.0245, 2.6883], [2.4703, -5.5825, 3.9916], [0.3781, -4.1935, 3.9254], [0.7662, -3.5974, 2.3876], [2.5397, -2.5127, 3.2671], [2.8009, -4.5378, 1.3506], [-2.1644, -3.6546, 0.1029], [-2.9675, -3.5275, -1.1977], [-2.0494, -3.1699, -2.2316], [-1.8133, -2.3954, 0.6533], [-1.2129, -4.1564, -0.0730], [-2.7217, -4.2675, 0.8113], [-3.8156, -2.8596, -1.0463], [-3.4839, -4.4760, -1.3459], [-1.6399, -2.3426, -1.9679], [-1.3515, -1.8650, -0.0001], [4.5231, -0.2216, 0.1726], [4.4188, -1.5022, 1.1090], [3.1533, -1.5163, 1.6844], [3.8010, -0.3919, -0.9813], [5.5532, 0.0470, -0.0614], [4.2199, 0.6786, 0.7072], [5.1795, -1.2779, 1.8568], [4.5080, -2.4759, 0.6273], [2.4881, -1.5978, 0.9970], [2.8640, -0.5227, -0.8186], [1.6792, -3.9978, -2.3310], [2.5456, -4.0784, -1.0719], [1.8661, -3.6621, 0.0323], [1.3833, -2.6689, -2.6947], [0.6495, -4.3414, -2.2318], [2.2504, -4.4015, -3.1669], [3.4249, -3.4367, -1.0159], [2.9800, -5.0415, -0.8040], [1.5609, -2.7639, -0.1146], [0.9957, -2.1718, -1.9707], [-3.3213, 1.6196, 4.6352], [-3.6177, 2.1534, 3.2359], [-3.5508, 1.1694, 2.1797], [-4.3903, 0.9124, 5.2245], [-2.8926, 2.4587, 5.1831], [-2.4567, 0.9634, 4.5354], [-3.0018, 3.0299, 3.0347], [-4.6186, 2.5749, 3.3292], [-4.3323, 0.6204, 2.2778], [-5.1718, 1.4658, 5.2931], [-3.5928, 5.1804, -1.3883], [-2.5034, 5.0205, -0.3980], [-2.8518, 4.0972, 0.5809], [-4.7753, 5.8549, -0.8213], [-3.9098, 4.2316, -1.8213], [-3.2195, 5.6653, -2.2903], [-2.2802, 5.9527, 0.1210], [-1.5924, 4.7023, -0.9050], [-3.6055, 4.5061, 1.0127], [-5.3517, 6.1956, -1.5093], [0.2188, 0.1648, 4.7441], [0.2958, -0.0534, 3.2492], [1.2913, 0.7093, 2.6336], [-0.0271, 1.5361, 5.0388], [1.1670, -0.1290, 5.1945], [-0.5561, -0.4800, 5.1585], [-0.6975, 0.2247, 2.8969], [0.4686, -1.0539, 2.8525], [1.1631, 0.5986, 1.6887], [-0.2739, 1.5664, 5.9660], [-0.0688, 4.3019, 2.4616], [-0.3179, 4.7912, 3.8583], [0.6601, 4.3294, 4.7337], [-0.4484, 2.9223, 2.3358], [0.9857, 4.4593, 2.2352], [-0.6601, 4.8674, 1.7414], [-1.2878, 4.3398, 4.0672], [-0.4132, 5.8770, 3.8475], [0.5596, 3.3764, 4.7902], [0.2820, 2.3568, 2.5976], [4.4160, -0.1577, -4.6940], [3.1909, -1.0455, -4.4946], [2.8127, -1.5647, -5.7456], [5.2430, -0.0773, -3.5896], [4.1476, 0.8283, -5.0732], [5.0117, -0.6208, -5.4805], [2.3068, -0.5780, -4.0611], [3.4666, -1.9143, -3.8968], [2.2097, -2.2879, -5.5589], [4.7449, -0.1962, -2.7776], [-0.6496, 1.4231, -3.8995], [0.2235, 1.5772, -5.1810], [-0.5393, 1.6768, -6.3791], [-0.9863, 0.0843, -3.7900], [-1.5572, 1.9909, -4.1041], [-0.1331, 1.6690, -2.9716], [0.9653, 0.7796, -5.2232], [0.6751, 2.5574, -5.0281], [-1.1737, 0.9564, -6.3876], [-0.5140, -0.2456, -3.0222]], "forces_ev_per_a": [[0.365, -0.306, -0.158], [-0.173, 0.278, -1.151], [2.964, -3.276, 0.569], [-2.341, -1.483, -1.468], [-1.055, 4.429, 2.184], [-0.717, -1.031, 1.657], [-2.506, -0.404, -0.859], [1.355, 1.946, 0.803], [0.331, -0.683, -1.149], [-0.069, 0.307, -0.015], [-0.413, 0.479, 0.025], [-0.646, -0.545, -0.506], [0.165, 0.425, 0.700], [1.676, -0.198, 0.006], [0.933, -0.194, -0.231], [0.951, -0.746, 1.084], [0.523, 1.556, -1.236], [0.648, -0.127, -0.010], [-0.123, -0.185, -0.181], [-0.669, -0.051, 0.393], [0.386, 0.340, 0.281], [0.128, 0.557, -0.217], [-0.637, -0.774, -0.457], [-1.114, -0.611, 0.364], [-0.158, 0.194, 0.049], [-0.879, -0.595, -0.373], [-0.093, 0.213, 0.395], [-0.721, 1.103, -0.619], [-0.843, 0.360, 0.713], [0.783, -0.255, 0.275], [0.092, 0.080, 0.102], [-0.171, -0.162, 0.156], [0.013, -0.400, 0.574], [0.399, 0.027, -0.791], [1.003, -0.152, -0.430], [-0.700, 1.220, -0.696], [0.296, -0.396, 1.700], [0.978, -0.461, -0.777], [0.346, -0.440, -0.184], [-0.486, -0.115, -0.128], [-0.131, 0.323, -0.355], [-0.343, 0.743, 0.296], [0.109, -0.289, 0.319], [-0.248, -0.567, -0.328], [0.073, -0.120, 0.054], [-1.088, -0.532, 0.605], [1.206, 0.321, -0.373], [-1.408, 0.085, -0.083], [0.451, -0.645, -0.829], [0.550, -0.086, 0.354], [-0.396, 0.144, -0.064], [0.143, 0.121, 0.158], [0.004, -0.014, -0.163], [0.495, -0.020, 0.561], [-0.201, 0.468, 0.097], [-0.561, 1.272, 0.018], [-0.243, 1.364, 0.307], [-0.189, -0.902, 0.601], [0.597, -0.756, 0.683], [0.000, -0.314, -0.278], [0.391, -0.057, -0.137], [0.139, -0.416, 0.259], [0.118, -0.475, -0.619], [0.267, 0.043, -0.516], [-0.588, 0.341, -0.064], [0.111, -0.177, -0.518], [0.811, -0.340, 1.106], [-1.097, -0.673, -0.202], [-0.665, -0.390, 1.180], [-0.103, -0.468, -0.352], [-0.056, 0.399, 0.417], [0.235, 0.692, -0.188], [0.595, -0.311, -0.780], [0.316, 0.538, -0.015], [0.372, 0.474, -0.650], [0.584, -1.193, 1.258], [0.430, 2.154, -0.869], [-0.477, 0.193, 1.580], [0.265, 0.165, -2.043], [0.258, -0.602, -0.403], [-0.553, -0.105, 0.630], [-0.138, -0.716, 0.414], [0.965, 0.238, -0.445], [-0.269, 0.260, -0.129], [-0.659, -0.042, 0.384], [0.373, 0.334, 0.157], [1.044, -0.104, -0.536], [-1.915, -0.337, 2.147], [0.625, 1.355, -0.794], [0.461, -1.682, 0.415], [-0.422, -0.348, -0.113], [0.433, 0.249, -1.648], [-0.466, -0.579, -0.620], [-0.434, 0.758, 0.069], [-0.163, 0.152, 0.508], [1.069, 0.103, -1.225], [-0.651, -0.170, 0.463], [0.332, 1.386, 0.799], [0.271, -0.151, 0.099], [-0.565, 0.225, 0.692], [-0.245, -0.423, 0.142], [0.495, -0.493, -0.382], [-0.518, 0.007, -0.416], [0.082, -0.588, -0.264], [0.033, 0.225, -0.030], [-1.587, 0.484, -1.490], [0.461, 0.764, -0.289], [-0.141, -0.952, 0.865], [1.407, -0.481, 0.189], [0.000, -0.494, 0.567], [0.082, 0.797, 0.179], [0.053, 0.442, -0.320], [-0.017, -0.234, 0.043], [-0.303, -0.416, 0.380], [0.202, -0.162, -0.193], [1.270, -1.055, -0.245], [-0.961, -0.346, -0.429], [0.552, 1.494, 0.751], [-0.321, 0.224, -0.066], [0.131, -0.105, 0.118], [-0.154, -0.043, -0.089], [-0.368, 0.345, -0.475], [-0.266, -0.586, 1.176], [0.032, 0.047, -0.941], [0.020, 0.148, 0.114], [0.209, 0.010, -0.579], [-0.758, -0.535, -0.862], [0.324, 0.623, 0.617], [-0.594, 0.698, -0.450], [0.093, -0.235, -0.274], [-0.060, -0.063, -0.012], [-0.442, 0.268, 0.616], [0.306, 0.039, 0.391], [0.048, -0.539, 0.053], [0.591, -0.552, 0.020], [-0.543, -0.432, -0.843], [0.409, -0.570, -0.336], [0.290, 0.168, -0.795], [0.831, 0.253, 0.904], [-0.253, 0.301, 0.059], [-0.109, -0.123, -0.195], [0.205, 0.422, 0.512], [0.204, 0.327, 0.637], [-0.449, -0.027, -0.423], [-0.331, 0.013, 0.401], [0.866, 0.047, -1.722], [-0.507, 1.112, 1.222], [0.059, -0.026, 0.389], [-0.580, -1.434, -0.101], [-0.061, 0.392, 0.484], [0.043, 0.887, -0.166], [0.081, 0.017, -0.080], [0.512, 0.001, -0.510], [-0.027, -0.267, -0.043], [-0.171, -0.621, 0.500]]}

=====

| no. | HOMO level (eV) |
| --- | --- |
| 1 | -14.09 |
| 2 | -6.76 |